Entry one
12
Properties=species:S:1:pos:R:3 method="wB97M-V/def2-TZVPD" homo_lumo_gap_ev=8.67 homo_ha=-0.309 smiles="S=C1NSCCS1" e_lumo_ev=0.25
C 0.50 1.38 1.02
C -0.81 -1.01 -0.80
C 0.53 -0.32 -1.10
H -0.18 0.19 2.51
H -0.65 -2.10 -0.72
H -1.52 -0.80 -1.62
H 0.77 -0.43 -2.18
H 1.30 -0.81 -0.51
N -0.22 0.31 1.48
S 1.27 2.45 2.00
S -1.60 -0.32 0.67
S 0.60 1.46 -0.74

---

Entry two
12
Properties=species:S:1:pos:R:3 method="wB97M-V/def2-TZVPD" homo_lumo_gap_ev=8.73 homo_ha=-0.320 smiles="S=C1SCCN1S" e_lumo_ev=0.01
C 0.36 -0.91 0.18
C 1.60 -0.17 -0.26
C -0.51 1.28 -0.01
H -2.62 0.59 0.81
H 0.17 -1.90 -0.34
H 0.22 -1.17 1.22
H 1.54 -0.33 -1.30
H 2.71 -0.57 -0.06
N -0.70 -0.12 -0.30
S -2.30 -0.69 0.01
S 1.21 1.49 0.15
S -1.69 2.51 -0.10

---

Which is most stable, and by how much? entry one, by 135.9 kJ/mol.